Record 1
Molecular formula: C54H44CoF9GeN5PS
Method: DFT, ωB97M-V with the def2-TZVPD basis set

Geometry as XYZ:
```
116
Properties=species:S:1:pos:R:3
Co -0.22639 1.10358 -0.25380
N 3.38585 -2.03287 -2.29598
C 2.35108 -1.24204 -2.44076
N 1.34239 -1.20190 -1.58164
C 1.37188 -1.98067 -0.43667
N 0.53859 -1.87983 0.55689
N -0.27571 -0.76595 0.68441
C -1.08954 -0.92611 1.66385
C -2.76387 1.21734 1.44568
C -2.74889 2.57095 2.09930
C -2.52222 3.68977 1.42151
C -2.28412 3.64810 -0.01490
C -2.30763 2.47592 -0.64807
N -2.41157 1.21774 0.02039
C 2.40954 -2.99626 -0.33798
C 2.43427 -3.95467 0.68272
C 3.47003 -4.86027 0.74915
C 4.50756 -4.81974 -0.18718
C 4.50468 -3.88444 -1.20217
C 3.44871 -2.98600 -1.27164
H 4.11816 -2.00353 -2.99431
H 2.31259 -0.58865 -3.30356
H -1.08576 -1.87734 2.19094
H -3.01162 2.59759 3.15212
H -2.55762 4.64680 1.92487
H -2.16992 4.56155 -0.58087
H -2.28663 2.38132 -1.72540
H 1.62959 -3.97831 1.40331
H 3.48393 -5.60857 1.52950
H 5.32022 -5.53028 -0.12069
H 5.30426 -3.85353 -1.93167
F -0.12318 8.19254 3.53004
C 0.99959 7.51949 3.81408
F 2.00531 8.09920 3.14801
F 1.23832 7.62939 5.11943
C 0.85740 6.07218 3.38847
C 0.96667 5.04230 4.30991
C 0.84098 3.72749 3.88948
C 0.58006 3.44237 2.55119
C 0.47779 4.48795 1.63512
C 0.62336 5.80107 2.04728
P 0.47642 1.76226 1.87550
C 2.05412 1.01432 2.43826
C 3.17395 1.83603 2.57234
C 4.42826 1.29386 2.81807
C 4.56807 -0.07778 2.94114
C 3.45236 -0.90193 2.88818
C 2.20404 -0.35907 2.64505
C 5.92866 -0.71740 3.09018
F 5.91353 -1.68179 4.01406
F 6.27797 -1.29082 1.91654
F 6.86849 0.16691 3.40946
C -0.70953 0.84320 2.99037
C -1.90600 0.22668 2.33398
C -2.82556 -0.47506 3.26243
C -2.54530 -0.66064 4.57164
C -1.34430 -0.13534 5.09643
C -0.43779 0.57706 4.31188
C -3.51667 -1.43839 5.45134
F -3.16022 -1.35817 6.72879
F -3.52152 -2.72115 5.08116
F -4.74782 -0.95168 5.30623
H 1.16311 5.26690 5.34916
H 0.97383 2.94018 4.61777
H 0.27019 4.26642 0.59704
H 0.55353 6.61441 1.33605
H 3.07875 2.91104 2.49187
H 5.29056 1.93955 2.91603
H 3.55969 -1.96807 3.04229
H 1.35932 -1.03051 2.61373
H -3.78363 0.82048 1.52105
H -3.74864 -0.86880 2.84593
H -1.12073 -0.30152 6.14543
H 0.48465 0.91249 4.76437
C 1.06545 3.69457 -2.16253
S 1.52125 2.04398 -1.59067
C 2.99824 2.48386 -0.66169
H 1.89679 4.08215 -2.74886
H 0.85899 4.35973 -1.32929
H 0.19319 3.61409 -2.80312
H 2.78375 3.24963 0.08174
H 3.74428 2.85173 -1.36447
H 3.36986 1.58786 -0.16956
C -3.30936 0.29772 -0.70405
Ge -0.42983 -0.39847 -2.16082
C -1.59292 -1.98837 -2.25943
C -1.41243 -3.23692 -1.66561
C -2.27582 -4.29077 -1.94250
C -3.33477 -4.11936 -2.82091
C -3.51472 -2.89045 -3.44172
C -2.64614 -1.84569 -3.16816
C -0.09539 0.07430 -4.02063
C -0.47077 1.33488 -4.41913
C -0.33135 1.77611 -5.74899
C 0.21448 0.93602 -6.67500
C 0.58950 -0.38624 -6.32922
C 1.11410 -1.26443 -7.31024
C 1.42368 -2.55675 -7.00137
C 1.20250 -3.03368 -5.69292
C 0.70991 -2.20621 -4.72083
C 0.40364 -0.84790 -4.99876
H -4.35045 0.58860 -0.54011
H -3.10415 0.35021 -1.76914
H -3.15584 -0.72880 -0.37453
H -0.59632 -3.43577 -0.98452
H -2.11150 -5.25280 -1.47484
H -4.00195 -4.94266 -3.03739
H -4.31596 -2.75229 -4.15542
H -2.77818 -0.91893 -3.72155
H -0.90378 2.01797 -3.69429
H -0.65369 2.77002 -6.02907
H 0.34721 1.26131 -7.69937
H 1.25225 -0.89288 -8.31792
H 1.81257 -3.22294 -7.75915
H 1.39712 -4.07417 -5.46593
H 0.48674 -2.62546 -3.74777
```

HOMO (alpha / beta) in hartree: -0.5423 / -0.5424
Spin multiplicity: 2
LUMO (alpha / beta) in eV: -10.558 / -10.556
Calculated total energy in eV: -202862.6233
Total charge: +3


Record 2
Molecular formula: C54H45AgOP2S
Method: DFT, ωB97M-V with the def2-TZVPD basis set

Geometry as XYZ:
```
104
Properties=species:S:1:pos:R:3
Ag 0.24890 0.94639 0.95386
O -2.24576 1.51048 0.59647
S -2.09389 1.18206 -0.86940
C -2.38904 2.73823 -1.70180
C -3.62042 3.33197 -1.55501
C -3.96037 4.53595 -2.20119
C -3.02914 5.11526 -3.01786
C -3.08450 6.36775 -3.86359
C -1.67304 6.47994 -4.50489
C -0.90510 5.29856 -3.95598
C 0.38966 4.90660 -4.11059
C 0.84341 3.77731 -3.38902
C 0.04318 3.01759 -2.56551
P 0.81114 1.71738 -1.51397
C 2.56137 2.22996 -1.45101
C 2.86965 3.20263 -0.49835
C 4.17248 3.64499 -0.34360
C 5.18761 3.09806 -1.11946
C 4.89296 2.11238 -2.04873
C 3.58231 1.67986 -2.21761
C 0.80383 0.24636 -2.59173
C 1.36799 -0.92281 -2.07360
C 1.33826 -2.10116 -2.80136
C 0.72341 -2.13357 -4.04773
C 0.14278 -0.98380 -4.55995
C 0.18410 0.20355 -3.83636
C -1.34714 3.37016 -2.44810
C -1.74982 4.53738 -3.12338
C -3.55369 0.23420 -1.30065
C -4.22854 0.51287 -2.46293
C -5.40330 -0.16648 -2.84777
C -5.89177 -1.12202 -2.01119
C -7.12665 -1.98741 -2.11093
C -7.10567 -2.85744 -0.82636
C -5.81633 -2.48473 -0.13261
C -5.23011 -2.97005 0.99482
C -3.97811 -2.44358 1.37264
C -3.31473 -1.43411 0.70573
P -1.60781 -1.05270 1.34436
C -1.06474 -2.76576 1.74520
C -0.84290 -3.27122 3.02092
C -0.36143 -4.56574 3.19205
C -0.10005 -5.36950 2.09408
C -0.32191 -4.87482 0.81365
C -0.78996 -3.58256 0.64465
C -1.97978 -0.32954 2.99312
C -3.25551 0.07247 3.37598
C -3.45978 0.69881 4.59836
C -2.39064 0.93948 5.44884
C -1.11136 0.55717 5.07010
C -0.90572 -0.06706 3.84947
C -3.95629 -0.85233 -0.44686
C -5.17219 -1.45189 -0.84186
H -4.35791 2.84154 -0.93059
H -4.94519 4.96333 -2.05844
H -3.31810 7.23771 -3.24851
H -3.86752 6.29464 -4.61927
H -1.18469 7.41909 -4.24304
H -1.72329 6.44057 -5.59378
H 1.08306 5.45513 -4.73680
H 1.89238 3.51657 -3.46122
H 2.08866 3.58687 0.14753
H 4.40019 4.39503 0.40286
H 6.20984 3.43033 -0.98762
H 5.68261 1.67273 -2.64526
H 3.36012 0.91270 -2.94985
H 1.82505 -0.90239 -1.08895
H 1.78654 -2.99816 -2.39263
H 0.69420 -3.05528 -4.61511
H -0.34214 -1.00521 -5.52802
H -0.26525 1.09936 -4.24858
H -3.86696 1.30640 -3.10393
H -5.90229 0.10429 -3.77004
H -7.09136 -2.60298 -3.01104
H -8.03007 -1.38033 -2.17869
H -7.14238 -3.92268 -1.05584
H -7.96088 -2.64131 -0.18423
H -5.68229 -3.75885 1.58386
H -3.49874 -2.87888 2.24162
H -1.05419 -2.66320 3.89066
H -0.19328 -4.94239 4.19344
H 0.28078 -6.37354 2.23277
H -0.12232 -5.49528 -0.05136
H -0.94844 -3.19746 -0.35851
H -4.09529 -0.08792 2.71327
H -4.45880 1.00561 4.88293
H -2.55347 1.43973 6.39548
H -0.26289 0.76476 5.71023
H 0.10339 -0.32231 3.55028
C 4.74086 0.36323 4.09802
C 3.89093 1.63385 3.97722
C 3.31142 1.99332 5.35323
C 4.76972 2.79047 3.47910
C 2.78812 1.40858 3.02320
C 1.87472 1.23133 2.23788
H 5.55944 0.51790 4.80787
H 5.16611 0.09422 3.12967
H 4.13078 -0.47216 4.44493
H 4.11196 2.23886 6.05708
H 2.74088 1.15324 5.75475
H 2.63979 2.84895 5.26888
H 5.62001 2.94219 4.15069
H 4.18957 3.71413 3.43495
H 5.14584 2.57640 2.47731
```

HOMO in hartree: -0.2693
LUMO in eV: -0.110
Calculated total energy in eV: -92186.6681


Record 3
Molecular formula: C54H45N2O2P2PdSSi
Method: DFT, ωB97M-V with the def2-TZVPD basis set

Geometry as XYZ:
```
108
Properties=species:S:1:pos:R:3
Pd -0.04287 -0.41585 -0.01150
O 3.38999 3.28471 0.87152
S 2.51747 2.22061 0.28384
C 3.44400 1.63188 -1.16359
C 4.68974 2.22553 -1.31026
C 5.55926 1.78641 -2.29728
C 5.18653 0.73561 -3.11932
C 3.94093 0.14405 -2.96337
C 3.03471 0.58440 -1.99657
P 1.35810 -0.18357 -1.81793
C 0.38858 0.74989 -3.07361
C -0.97027 0.43250 -3.15774
C -1.79337 1.07572 -4.06630
C -1.27614 2.05723 -4.90356
C 0.06852 2.38211 -4.82661
C 0.89711 1.72986 -3.92088
C 1.62609 -1.77762 -2.68437
C 1.34807 -2.00117 -4.02816
C 1.49663 -3.27092 -4.57494
C 1.93019 -4.32418 -3.78554
C 2.20582 -4.10981 -2.44009
C 2.04244 -2.84837 -1.89438
C 1.19978 3.12525 -0.56980
C 1.56522 4.10205 -1.47714
C 0.58894 4.86408 -2.10351
C -0.74290 4.64250 -1.79549
C -1.09712 3.69226 -0.84413
C -0.13474 2.91643 -0.20788
P -0.55877 1.56149 0.98376
C 0.25516 2.19507 2.49790
C 0.56946 3.53562 2.71399
C 1.19428 3.93006 3.88820
C 1.50266 2.98802 4.86017
C 1.19142 1.65095 4.65338
C 0.57901 1.25339 3.47393
C -2.32343 1.96455 1.31686
C -3.25951 1.29671 0.52763
C -4.61810 1.47489 0.72984
C -5.06396 2.30961 1.74830
C -4.14156 2.96841 2.54828
C -2.77850 2.80130 2.33040
H 4.95742 3.01936 -0.62526
H 6.53148 2.25049 -2.40638
H 5.86298 0.37227 -3.88304
H 3.65714 -0.67360 -3.61060
H -1.36656 -0.32748 -2.49014
H -2.84382 0.81604 -4.11520
H -1.92069 2.56878 -5.60790
H 0.47919 3.15080 -5.47033
H 1.94378 1.99558 -3.87572
H 1.00668 -1.18471 -4.65229
H 1.26331 -3.43579 -5.61981
H 2.03299 -5.31488 -4.21041
H 2.51396 -4.93185 -1.80650
H 2.19320 -2.69494 -0.83050
H 2.61504 4.25980 -1.69577
H 0.86799 5.61024 -2.83673
H -1.51787 5.21575 -2.28947
H -2.14221 3.55458 -0.59638
H 0.34122 4.27321 1.95396
H 1.45092 4.97094 4.03843
H 1.99521 3.29495 5.77479
H 1.43311 0.91410 5.40960
H 0.31733 0.21408 3.30278
H -2.90419 0.59218 -0.21923
H -5.32860 0.93365 0.11759
H -6.12517 2.43116 1.92659
H -4.47971 3.61113 3.35197
H -2.07026 3.31944 2.96631
C -5.76141 -3.31660 0.59078
C -4.80355 -3.90113 1.40458
C -3.45071 -3.68361 1.16536
C -3.00517 -2.89049 0.10552
C -3.99647 -2.30980 -0.69663
C -5.34828 -2.51201 -0.46583
Si -1.15688 -2.51380 -0.27571
C -0.23154 -3.91914 0.67673
C -0.45647 -5.28364 0.45698
C 0.29788 -6.26380 1.08959
C 1.30908 -5.90260 1.97381
C 1.54035 -4.55748 2.23178
C 0.77579 -3.58700 1.58871
H -6.81595 -3.48457 0.77428
H -5.10930 -4.52680 2.23649
H -2.72491 -4.14797 1.82329
H -3.69496 -1.68261 -1.53241
H -6.08467 -2.04695 -1.11247
H -1.14287 -3.13290 -1.66551
H -1.23123 -5.58067 -0.24192
H 0.10613 -7.31161 0.88785
H 1.90664 -6.66426 2.46204
H 2.31947 -4.26441 2.92634
H 0.96245 -2.53557 1.78611
N -1.41328 -5.58911 4.36929
C -2.48996 -4.96880 4.91782
O -3.23272 -5.51980 5.71313
C -2.70852 -3.55764 4.47224
C -3.99390 -3.03485 4.48014
C -4.19660 -1.76800 3.96988
C -3.10208 -1.06173 3.48577
N -1.85398 -1.51736 3.54860
C -1.67363 -2.74515 4.02219
H -1.31542 -6.57129 4.56213
H -0.96158 -5.23249 3.53995
H -4.80712 -3.64247 4.85582
H -5.18694 -1.33741 3.90843
H -3.23319 -0.08857 3.02422
H -0.64872 -3.09927 4.04659
```

HOMO in hartree: -0.1257
Energy relative to the best compared isomer or geometry (same formula, charge and spin) in eV: 0.000
LUMO in eV: 2.480
Calculated total energy in eV: -104577.6015
Total charge: -1


Record 4
Molecular formula: C54H49BaI2N3O3P2S4
Method: DFT, ωB97M-V with the def2-TZVPD basis set

Geometry as XYZ:
```
118
Properties=species:S:1:pos:R:3
Ba -3.40369 1.43775 -1.62638
S -1.96614 3.27751 -3.68405
S -2.17345 1.44864 -4.61158
S -3.53979 1.70964 -6.14857
S -4.97432 0.31526 -5.97239
C 5.88001 -0.64836 3.35814
C 5.52862 -0.48667 1.86258
C 6.80233 -0.57371 0.99938
C 4.57546 -1.60388 1.41149
C 4.93963 -2.91737 1.51190
C 4.05557 -3.95997 1.19442
C 2.73841 -3.69377 0.95478
C 2.32780 -2.34732 0.86623
P 0.56584 -1.85232 0.45476
C -0.28254 -2.06101 2.06667
C 0.44096 -1.96678 3.24417
C -0.21946 -2.14908 4.48465
C -1.58173 -2.31987 4.48325
C -2.32723 -2.31854 3.29962
C -1.67213 -2.23894 2.08977
C -0.08467 -3.22720 -0.45992
C -0.57529 -4.45732 0.20059
C -1.34066 -5.35809 -0.45034
C -1.78093 -5.15809 -1.84398
C -1.10133 -3.98381 -2.64046
C -0.33162 -2.98062 -1.76028
C 3.24250 -1.31745 1.04044
O 2.80740 -0.04687 0.83798
C 3.62867 1.01553 1.03847
C 3.09115 2.27805 0.74045
C 3.80984 3.36077 1.10688
C 5.04654 3.24420 1.80841
C 5.55775 2.01262 2.00373
C 4.88739 0.85970 1.61241
P 1.62239 2.29934 -0.29636
C 2.30296 1.73145 -1.90676
C 3.52194 1.14783 -2.17858
C 3.90872 0.82579 -3.49320
C 3.10796 1.17898 -4.56498
C 1.88614 1.78336 -4.29737
C 1.48605 1.98810 -2.99346
C 1.36783 4.05540 -0.83630
C 0.29012 4.74023 -0.33043
C 0.03226 6.01961 -0.70940
C 0.97034 6.70984 -1.47327
C 2.04852 6.02428 -2.02852
C 2.27968 4.72010 -1.69551
H 6.26909 -1.68243 3.55636
H 5.06297 -0.45535 4.05201
H 6.68740 0.01587 3.68486
H 7.38029 -1.45279 1.20553
H 7.41242 0.31965 1.06917
H 6.53992 -0.67905 -0.08787
H 5.99069 -3.14131 1.79896
H 4.36159 -4.99127 1.31759
H 2.00678 -4.49889 0.85311
H 1.46177 -1.61685 3.18426
H 0.33692 -2.07947 5.41725
H -2.16496 -2.43719 5.38480
H -3.41863 -2.40068 3.26557
H -2.18403 -2.41165 1.15900
H -0.25868 -4.64272 1.22411
H -1.64949 -6.33182 -0.05202
H -1.77949 -6.09596 -2.40633
H -0.50965 -4.30568 -3.53596
H -0.13540 -2.03343 -2.25969
H 3.38302 4.35022 0.94245
H 5.55086 4.15628 1.99676
H 6.49423 1.86645 2.48679
H 4.11333 0.90141 -1.34458
H 4.85862 0.41018 -3.66807
H 3.39231 0.95569 -5.55224
H 1.16212 1.95594 -5.06531
H 0.50655 2.42802 -2.86246
H -0.39947 4.18356 0.28547
H -0.92433 6.50443 -0.44146
H 0.84575 7.70627 -1.74525
H 2.79068 6.54267 -2.63170
H 3.17528 4.17547 -1.95532
N -5.03688 -0.39182 -0.08866
C -4.71494 -1.76869 0.06492
C -5.18637 -2.54243 1.10752
C -4.86755 -3.90832 1.18531
C -4.16786 -4.54816 0.18224
C -3.76835 -3.78443 -0.92548
C -3.17664 -4.45433 -2.09427
C -2.57038 -3.53278 -3.11986
C -2.97094 -2.08182 -3.02786
N -3.63842 -1.56022 -2.07907
C -4.07423 -2.42478 -0.98646
H -5.36048 -0.03179 0.81392
H -5.80862 -0.31431 -0.71508
H -5.76753 -2.09529 1.93752
H -5.15457 -4.55795 2.00813
H -3.96710 -5.59966 0.19844
H -3.93296 -5.17538 -2.42484
H -2.80377 -3.89377 -4.13280
H -2.69261 -1.40613 -3.82617
O -3.26689 4.51267 -0.64479
C -3.76566 4.64088 0.72724
C -3.39878 3.45904 1.60830
C -3.53056 3.67574 2.96566
C -3.25586 2.64720 3.85961
C -2.83773 1.41666 3.29173
C -2.65113 1.40489 1.90724
N -2.97936 2.37267 1.06955
H -4.05614 4.68067 -1.12455
H -4.85392 4.68641 0.69137
H -3.32420 5.52034 1.20039
H -3.89784 4.64099 3.38672
H -3.31651 2.82883 4.95788
H -2.70350 0.48378 3.88918
H -2.32348 0.43408 1.52784
O -0.82124 0.39578 -1.54401
H -0.13306 0.86095 -2.08054
H -0.34824 -0.03631 -0.81537
I -6.19046 0.90479 -4.03735
I -6.43954 2.80948 -0.85841
```

HOMO in hartree: -0.2568
Energy relative to the best compared isomer or geometry (same formula, charge and spin) in eV: 1.877
LUMO in eV: -0.015
Calculated total energy in eV: -146223.8777